[1]
Here is a 2-piece molecular cluster, C11H12NO2 overall in a non-equilibrium geometry from the OMol25 dataset. Energies are from wB97M-V/def2-TZVPD.

As for the HOMO energy: -4.0 eV. As for the energy relative to the best compared isomer or geometry (same formula, charge and spin): 1.217 eV. Its net charge is -1. The value obtained for the LUMO energy is 3.1 eV.

Element x y z (Å)
1 C 1.9267 0.9037 0.2779
2 C 0.4608 -0.8421 -1.0462
3 C 1.5419 -0.4885 -0.1547
4 C 0.1571 -2.1976 -0.8405
5 C 1.7530 -1.5925 0.6085
6 C -0.1400 -0.1824 -2.1246
7 C -1.1796 -0.7993 -2.7831
8 C -1.5873 -2.0921 -2.4447
9 C -0.8891 -2.8335 -1.5031
10 N 0.9997 -2.6727 0.1442
11 H 0.3050 0.7656 -2.4233
12 H -1.6365 -0.2267 -3.5830
13 H -2.3623 -2.5907 -3.0281
14 H 1.0124 1.2496 0.7595
15 H 2.0996 1.5896 -0.5467
16 H 2.4953 -1.7331 1.3715
17 H 0.7425 -3.4101 0.7770
18 H -1.1956 -3.8441 -1.2658
19 H 2.8837 0.9909 0.7987
20 C -0.0548 2.1526 3.1421
21 C -0.7809 2.8847 1.9832
22 O -0.8150 2.3183 0.8612
23 O -1.2470 4.0003 2.2900
24 H 0.5558 1.3191 2.7915
25 H -0.7621 1.7229 3.8562
26 H 0.5728 2.9058 3.6231

natural (NBO) atomic charge list, values in e, 6 entries: -0.6674, -0.1103, -0.0495, 0.2054, -0.0508, -0.1487


[2]
Here is C34H35HoN2O as an isolated structure in a non-equilibrium geometry from the OMol25 dataset. Energies are from wB97M-V/def2-TZVPD.

As for the HOMO energy (spin up / spin down): -6.5 / -6.5 eV. The spin multiplicity is 5. Its net charge is 0. The value obtained for the LUMO energy (spin up / spin down) is 0.0 / 0.0 eV.

Element x y z (Å)
1 C 0.3742 0.8407 2.5085
2 C 0.8162 1.8232 1.5653
3 C -0.2663 2.0755 0.6742
4 H 1.7647 2.3678 1.5766
5 C -1.3433 1.2091 1.0179
6 C -0.9530 0.4517 2.1517
7 H -2.3299 1.2417 0.5616
8 C 2.9355 -1.2373 -0.4723
9 C 3.0737 0.1127 -0.0403
10 C 2.5014 0.9673 -1.0336
11 H 3.5890 0.4347 0.8642
12 C 2.0012 0.1274 -2.0797
13 C 2.2907 -1.2368 -1.7313
14 H -0.3530 2.9047 -0.0268
15 H -1.5876 -0.2521 2.6910
16 H 0.9161 0.5123 3.3955
17 H 2.1304 -2.1027 -2.3927
18 H 2.5624 2.0514 -1.0854
19 H 3.3000 -2.1237 0.0411
20 Ho 0.5681 -0.3078 0.2873
21 C 0.9152 0.5281 -3.0770
22 C 0.8888 -0.5288 -4.1793
23 C 1.1577 1.9460 -3.5877
24 H 1.9138 -0.6344 -4.5972
25 H 0.2519 -0.2781 -5.0381
26 H 0.5761 -1.4997 -3.7978
27 H 2.1493 2.0074 -4.0656
28 H 1.1420 2.6878 -2.7737
29 H 0.4221 2.2641 -4.3475
30 C -0.3580 0.4741 -2.1539
31 C -1.8043 -0.0276 -2.4010
32 H -0.4436 1.4329 -1.6139
33 H -0.1197 -0.4253 -1.5217
34 O -2.0737 -1.0107 -1.6367
35 N -2.7227 0.7365 -3.1192
36 C -3.7340 1.5619 -2.3534
37 H -3.1750 0.1931 -3.8505
38 C -3.1394 2.8546 -1.8224
39 C -3.6578 3.4476 -0.6550
40 H -4.4236 2.9109 -0.0773
41 C -3.2168 4.7153 -0.2434
42 H -3.6553 5.1770 0.6496
43 C -2.2358 5.3894 -0.9800
44 H -1.8957 6.3794 -0.6661
45 C -1.6901 4.7936 -2.1267
46 H -0.9196 5.3021 -2.7163
47 C -2.1457 3.5284 -2.5462
48 H -1.7676 3.0725 -3.4703
49 H -4.1200 0.9440 -1.5217
50 H -4.5977 1.7893 -3.0028
51 C -2.7475 -3.9112 2.5968
52 C -2.4522 -3.4585 1.3053
53 C -1.2093 -2.8983 1.0191
54 C -0.2458 -2.7616 2.0606
55 C -0.5535 -3.2357 3.3551
56 C -1.7938 -3.8090 3.6142
57 N 0.9335 -2.0554 1.8201
58 C 2.0907 -2.3515 2.5587
59 C 2.9482 -1.3180 3.0173
60 C 4.1395 -1.6252 3.6687
61 C 4.4931 -2.9545 3.9112
62 C 3.6352 -3.9859 3.4975
63 C 2.4464 -3.6965 2.8346
64 H -3.7310 -4.3419 2.8006
65 H -3.1778 -3.5423 0.4966
66 H -0.9476 -2.5805 -0.0034
67 H 0.1883 -3.1279 4.1449
68 H -2.0156 -4.1827 4.6089
69 H 2.6441 -0.2729 2.8687
70 H 4.7715 -0.7985 3.9981
71 H 5.4201 -3.1713 4.4372
72 H 3.8899 -5.0249 3.7042
73 H 1.7620 -4.4866 2.5048

Mulliken atomic charge list, values in e, 6 entries: -0.1833, -1.6289, -0.0789, 0.5200, 0.1835, -1.1876


[3]
Here is IMg as an isolated structure in a non-equilibrium geometry from the OMol25 dataset. Energies are from wB97M-V/def2-TZVPD.

As for the HOMO energy: -14.2 eV. As for the energy relative to the best compared isomer or geometry (same formula, charge and spin): 0.139 eV. Its net charge is +1. The value obtained for the LUMO energy is -7.8 eV.

Element x y z (Å)
1 Mg -45.8619 8.2119 12.9333
2 I -43.8917 9.6893 13.8393

Calculated atomic charges, method natural (NBO), unit e: 1.4980, -0.4980


[4]
Here is a single C4H4F3I molecule in a non-equilibrium geometry from the OMol25 dataset. Energies are from wB97M-V/def2-TZVPD.

As for the HOMO energy: -9.8 eV. Its structure (SMILES) is C=C[C@@H](I)C(F)(F)F. As for the energy relative to the best compared isomer or geometry (same formula, charge and spin): 0.000 eV. Its net charge is 0. The value obtained for the LUMO energy is 0.0 eV.

Element x y z (Å)
1 C 0.5163 0.2939 0.7042
2 C -0.5060 -0.1649 0.0227
3 C -0.4497 -1.0900 -1.2367
4 C -1.3766 -0.6577 -2.4051
5 F -0.9440 -1.2293 -3.5393
6 F -1.2439 0.6817 -2.5922
7 F -2.6641 -0.8674 -2.1973
8 I -0.8469 -3.1687 -0.6767
9 H 0.4178 1.0931 1.4298
10 H 1.6045 0.1634 0.4178
11 H -1.4474 0.4405 0.2588
12 H 0.5551 -1.2166 -1.7029

natural (NBO) atomic charge list, values in e, 6 entries: -0.3554, -0.2360, -0.4143, 0.9550, -0.3182, -0.3318


[5]
Here is C39H38Cl2MnN8O4S as an isolated structure from the OMol25 dataset. Energies are from wB97M-V/def2-TZVPD.

As for the HOMO energy (spin up / spin down): -13.1 / -13.7 eV. As for the energy relative to the best compared isomer or geometry (same formula, charge and spin): 0.532 eV. The spin multiplicity is 4. Its net charge is +2. The value obtained for the LUMO energy (spin up / spin down) is -5.7 / -7.8 eV.

Element x y z (Å)
1 Mn 0.6392 2.0701 -1.4731
2 Cl 5.1977 2.8188 3.4427
3 C 4.4579 2.6012 1.9287
4 C 3.0936 2.6065 1.8481
5 C 2.4905 2.3949 0.6025
6 N 1.1651 2.4428 0.3357
7 C 0.3924 3.4258 0.9868
8 O 0.2587 3.5847 2.1649
9 C -0.1344 4.3801 -0.0548
10 C -0.7597 5.5538 0.2846
11 C -1.1132 6.4334 -0.7328
12 C -0.7997 6.1064 -2.0412
13 C -0.1709 4.9019 -2.3022
14 N 0.1498 4.0436 -1.3314
15 C 3.2993 2.2047 -0.5909
16 C 4.6874 2.2035 -0.4878
17 C 5.2620 2.3935 0.7494
18 Cl 6.9531 2.3860 0.8700
19 N 2.5393 2.1272 -1.7214
20 C 3.0494 1.9874 -2.9975
21 O 4.2074 1.9099 -3.3158
22 C 1.9346 1.9507 -4.0064
23 C 2.1858 1.8452 -5.3540
24 C 1.1110 1.8507 -6.2313
25 C -0.1736 1.9656 -5.7205
26 C -0.3452 2.0563 -4.3512
27 N 0.6915 2.0411 -3.5040
28 H 2.4930 2.7458 2.7344
29 H -0.9455 5.7689 1.3292
30 H -1.6177 7.3636 -0.5039
31 H -1.0353 6.7741 -2.8595
32 H 0.0941 4.6207 -3.3121
33 H 5.3072 2.0780 -1.3595
34 H 3.2116 1.7653 -5.6911
35 H 1.2734 1.7739 -7.2993
36 H -1.0393 1.9853 -6.3685
37 H -1.3286 2.1333 -3.9056
38 C -2.8472 -0.2340 3.8802
39 C -3.2278 1.0733 3.1814
40 C -2.3777 1.3604 1.9522
41 N -2.6319 0.3270 0.9304
42 C -2.4074 0.4092 -0.3527
43 S -1.7803 1.8702 -1.0580
44 N -2.6581 -0.6462 -1.1788
45 C -2.9456 -2.0297 -0.9216
46 O -2.4857 -2.8252 -1.6955
47 C -3.8238 -2.4005 0.2152
48 C -3.4680 -3.4948 1.0006
49 C -4.3064 -3.9079 2.0245
50 C -5.5128 -3.2536 2.2406
51 C -5.8851 -2.1825 1.4368
52 C -5.0403 -1.7486 0.4273
53 H -3.3750 -0.3260 4.8297
54 H -1.7752 -0.2661 4.0884
55 H -3.1049 -1.1194 3.2892
56 H -3.0926 1.9077 3.8703
57 H -4.2828 1.0609 2.8932
58 H -1.3200 1.3443 2.2167
59 H -2.6064 2.3335 1.5265
60 H -3.0271 -0.5365 1.2818
61 H -2.3234 -0.5077 -2.1177
62 H -2.5352 -4.0095 0.7999
63 H -4.0242 -4.7523 2.6412
64 H -6.1726 -3.5872 3.0326
65 H -6.8402 -1.6938 1.5870
66 H -5.3387 -0.9283 -0.2191
67 C 1.2323 -4.6036 3.5733
68 C 2.4437 -3.8489 3.0361
69 N 2.2923 -3.4422 1.6257
70 C 3.0628 -4.1902 0.6267
71 C 2.5653 -5.6166 0.4159
72 C 1.5016 -2.3805 1.3857
73 O 0.9827 -1.7082 2.2730
74 C 1.2129 -1.9451 -0.0337
75 C 0.7720 -2.7606 -1.0614
76 C 0.3897 -2.1759 -2.2632
77 C 0.4255 -0.8077 -2.3822
78 N 0.8309 -0.0047 -1.3829
79 C 1.2246 -0.5767 -0.2435
80 H 1.3870 -4.8522 4.6246
81 H 1.0662 -5.5323 3.0239
82 H 0.3415 -3.9803 3.4985
83 H 3.3391 -4.4656 3.0945
84 H 2.6027 -2.9520 3.6299
85 H 4.0972 -4.2215 0.9708
86 H 3.0631 -3.6411 -0.3097
87 H 2.7371 -6.2286 1.3026
88 H 3.1026 -6.0783 -0.4140
89 H 1.4949 -5.6398 0.1973
90 H 0.6849 -3.8325 -0.9287
91 H 0.0407 -2.7801 -3.0892
92 H 0.1197 -0.3327 -3.3030
93 H 1.5215 0.0664 0.5692

Mulliken atomic charge list, values in e, 6 entries: -0.8765, -0.1238, -0.0162, -0.6144, -0.6758, 1.2672


no.,E (eV)
1,-17188.154
2,-66650.481
3,-13538.257
4,-20465.214
5,-128361.294